# C34H45N3OPdS3Te

C34H45N3OPdS3Te as an isolated structure (ωB97M-V with the def2-TZVPD basis set, OMol25).

Summary:
E_HOMO (alpha / beta) in eV: -4.18 / -4.72
Total energy in hartree: -3152.6315
Kohn-Sham gap (alpha / beta) in eV: 6.535 / 6.262
ΔE to the lowest compared entry with this formula, charge and spin in kJ/mol: 6.1
Net charge: -1
Spin multiplicity: 2
Maximum force in eV Å⁻¹: 0.8

The geometry in XYZ format:
```
88
Properties=species:S:1:pos:R:3:forces:R:3:mulliken_spin:R:1
Pd 1.165 -0.620 1.224 -0.6 -0.1 0.5 0.059
C -1.805 2.906 1.576 0.0 0.0 0.0 -0.004
C -0.582 2.032 1.467 0.0 0.0 -0.1 0.165
S -0.839 0.418 1.022 -0.1 -0.1 0.0 0.267
C 0.698 2.518 1.705 0.0 0.0 0.0 0.089
C 0.938 3.945 2.128 0.0 0.0 0.0 -0.001
S 2.055 1.536 1.523 0.3 0.0 -0.1 0.366
H -2.689 2.353 1.260 0.0 0.0 0.0 0.004
H -1.719 3.799 0.953 0.0 0.0 0.0 0.005
H -1.965 3.235 2.606 0.0 0.0 0.0 0.009
H 0.024 4.537 2.141 0.0 0.0 0.0 -0.001
H 1.651 4.424 1.455 0.0 0.0 0.0 0.004
H 1.374 3.971 3.128 0.0 0.0 0.0 0.007
C -1.145 -1.280 -2.134 -0.1 0.0 0.0 0.006
N 0.112 -0.692 -2.583 0.0 0.1 0.0 0.003
C 0.003 0.720 -2.894 0.0 0.0 0.0 0.006
C 1.313 -1.192 -2.158 -0.1 0.0 0.0 -0.002
S 2.606 -0.200 -1.788 0.1 0.0 -0.1 0.007
N 1.376 -2.548 -2.063 0.0 0.0 0.0 0.001
C 2.501 -3.184 -1.400 0.0 0.0 0.0 0.000
C 0.657 -3.409 -2.984 0.0 0.0 0.0 0.001
H -1.682 -0.547 -1.526 0.0 0.0 0.0 0.003
H -0.965 -2.150 -1.510 0.0 0.0 0.0 0.000
H -1.780 -1.568 -2.977 0.0 0.0 0.0 0.001
H -0.911 0.868 -3.473 0.0 0.0 0.0 -0.001
H 0.862 1.046 -3.474 0.0 0.0 0.0 -0.001
H -0.046 1.326 -1.982 0.0 0.0 0.0 0.000
H 2.758 -2.646 -0.490 0.0 0.0 0.0 -0.001
H 3.378 -3.217 -2.056 0.0 0.0 0.0 0.000
H 2.203 -4.203 -1.142 0.0 0.0 0.0 0.000
H 0.114 -2.816 -3.714 0.0 0.0 0.0 0.000
H -0.051 -4.060 -2.465 0.0 0.0 0.0 0.000
H 1.378 -4.037 -3.518 0.0 0.0 0.0 0.000
C -4.015 -4.368 -3.740 0.0 0.0 0.0 -0.001
C -3.574 -3.992 -2.351 0.0 0.0 0.0 0.001
C -2.593 -4.713 -1.686 -0.1 0.0 0.0 0.001
C -2.193 -4.392 -0.391 0.0 0.0 0.0 0.001
C -1.110 -5.204 0.258 0.0 0.0 0.0 0.000
C -2.803 -3.312 0.263 0.1 0.0 0.0 0.000
Te -2.358 -2.912 2.299 0.0 0.0 0.1 0.008
N 0.435 -2.480 1.615 0.1 0.1 -0.4 -0.025
C 1.625 -2.858 1.914 0.3 0.0 0.0 0.017
O 2.639 -2.036 1.674 -0.1 0.0 0.1 0.004
C 1.973 -4.179 2.529 0.0 0.0 0.0 0.003
C 3.307 -4.565 2.611 0.0 0.0 0.0 0.002
C 3.650 -5.791 3.163 0.0 0.0 0.0 -0.001
C 2.663 -6.640 3.644 0.0 0.0 0.0 0.002
C 1.330 -6.254 3.574 0.0 0.0 0.0 -0.001
C 0.987 -5.030 3.020 0.0 0.0 0.0 0.001
C -4.424 -3.076 2.881 0.0 0.0 0.0 -0.001
C -5.214 -4.192 2.577 0.0 0.0 0.0 0.002
C -4.681 -5.375 1.815 0.0 0.0 0.0 0.000
C -6.547 -4.222 2.988 0.0 0.0 0.0 0.000
C -7.117 -3.184 3.705 0.0 0.0 0.0 0.001
C -8.559 -3.230 4.137 0.0 0.0 0.0 0.000
C -6.316 -2.093 4.020 0.0 0.0 0.0 0.000
C -4.987 -2.021 3.621 0.0 0.0 0.0 -0.001
C -4.190 -0.797 3.995 0.0 0.0 0.0 -0.006
C -3.755 -2.534 -0.413 0.0 0.0 0.0 -0.002
C -4.375 -1.300 0.184 0.0 0.0 0.0 -0.004
C -4.129 -2.899 -1.703 0.0 0.0 0.0 0.001
H -3.335 -5.096 -4.185 0.0 0.0 0.0 0.000
H -4.048 -3.493 -4.392 0.0 0.0 0.0 0.000
H -5.015 -4.806 -3.732 0.0 0.0 0.0 0.000
H -2.124 -5.557 -2.183 0.0 0.0 0.0 0.000
H -0.756 -5.987 -0.416 0.0 0.0 0.0 0.000
H -1.466 -5.671 1.178 0.0 0.0 0.0 0.000
H -0.271 -4.562 0.535 0.0 0.0 0.0 -0.001
H 4.059 -3.882 2.237 0.0 0.0 0.0 0.000
H 4.692 -6.085 3.221 0.0 0.0 0.0 0.000
H 2.930 -7.597 4.077 0.0 0.0 0.0 0.000
H 0.555 -6.908 3.957 0.0 0.0 0.0 0.000
H -0.047 -4.711 2.972 0.0 0.0 0.0 0.001
H -3.674 -5.630 2.149 0.0 0.0 0.0 0.000
H -4.615 -5.162 0.746 0.0 0.0 0.0 0.000
H -5.329 -6.241 1.950 0.0 0.0 0.0 0.000
H -7.150 -5.092 2.744 0.0 0.0 0.0 0.000
H -9.022 -4.178 3.862 0.0 0.0 0.0 0.000
H -9.135 -2.427 3.671 0.0 0.0 0.0 0.000
H -8.651 -3.110 5.218 0.0 0.0 0.0 0.000
H -6.740 -1.270 4.589 0.0 0.0 0.0 0.000
H -4.823 -0.072 4.508 0.0 0.0 0.0 0.000
H -3.751 -0.323 3.114 0.0 0.0 0.0 0.004
H -3.356 -1.044 4.654 0.0 0.0 0.0 0.000
H -3.620 -0.700 0.695 0.0 0.0 0.0 0.003
H -5.146 -1.552 0.915 0.0 0.0 0.0 0.000
H -4.832 -0.694 -0.599 0.0 0.0 0.0 0.000
H -4.869 -2.294 -2.220 0.0 0.0 0.0 0.000
```
Positions in Å, forces in eV/Å.


# CH2ClFS

One molecule with the formula CH2ClFS (ωB97M-V with the def2-TZVPD basis set, OMol25).

Summary:
E_HOMO in eV: -9.80
Total energy in hartree: -997.5077
Kohn-Sham gap in eV: 10.436
ΔE to the lowest compared entry with this formula, charge and spin in kJ/mol: 42.9
SMILES string: F[C@@H](S)Cl
Spin multiplicity: 1
Maximum force in eV Å⁻¹: 4.7

The geometry in XYZ format:
```
6
Properties=species:S:1:pos:R:3:forces:R:3:mulliken_charge:R:1
F 1.197 -1.163 -0.165 1.5 -2.9 1.0 -0.197
C 0.486 -0.088 -0.133 -4.3 0.6 -2.0 0.118
S -1.184 -0.382 0.951 1.0 0.7 -1.4 -0.206
Cl 1.417 1.226 0.335 0.9 1.7 0.9 -0.099
H 0.187 0.027 -1.204 -0.4 0.5 1.0 0.231
H -2.104 0.379 0.215 1.3 -0.7 0.5 0.153
```
Positions in Å, forces in eV/Å.


# C11H16FN3O3

A 2-piece molecular cluster, C11H16FN3O3 overall (ωB97M-V with the def2-TZVPD basis set, OMol25).

Summary:
E_HOMO in eV: -10.37
Total energy in hartree: -918.5886
Kohn-Sham gap in eV: 10.948
SMILES string: CC[C@@H](C)[C@](N)(C#N)CC#N.O=C1OC[C@@H](F)O1
Spin multiplicity: 1
Maximum force in eV Å⁻¹: 0.5

The geometry in XYZ format:
```
34
Properties=species:S:1:pos:R:3:forces:R:3:mulliken_charge:R:1
C 0.212 0.246 0.644 -0.1 0.0 0.0 -1.060
C -0.253 -1.079 0.065 0.1 0.1 -0.2 -0.609
C -1.448 -1.098 -0.898 -0.2 -0.2 -0.1 0.320
C -1.588 -2.535 -1.428 0.4 0.2 0.0 -1.872
C -2.802 -0.556 -0.290 0.0 -0.2 0.2 1.099
N -2.783 -0.533 1.190 -0.3 0.2 -0.3 -0.550
C -3.923 -1.426 -0.720 -0.2 -0.4 -0.2 -0.367
N -4.795 -2.104 -1.043 0.2 0.3 0.1 -0.515
C -3.213 0.819 -0.877 -0.1 0.0 0.1 -0.885
C -2.300 1.926 -0.607 0.4 0.1 0.0 0.215
N -1.564 2.790 -0.424 -0.3 -0.1 0.0 -0.476
H 1.108 0.082 1.233 0.1 -0.1 0.1 0.221
H 0.455 0.964 -0.140 0.0 0.0 -0.1 0.291
H -0.511 0.711 1.307 -0.1 0.0 0.0 0.287
H 0.586 -1.477 -0.514 0.0 -0.1 0.0 0.374
H -0.431 -1.807 0.859 -0.1 0.1 0.1 0.278
H -1.232 -0.475 -1.771 0.1 0.2 0.1 0.284
H -0.597 -2.876 -1.731 0.0 0.0 0.0 0.482
H -1.935 -3.214 -0.650 -0.1 0.0 0.0 0.400
H -2.233 -2.595 -2.301 -0.2 -0.1 0.1 0.458
H -3.384 -1.262 1.557 0.1 -0.1 0.0 0.272
H -3.172 0.341 1.529 0.1 0.0 0.0 0.297
H -3.328 0.727 -1.958 0.1 0.0 0.0 0.468
H -4.196 1.076 -0.476 0.0 0.1 0.0 0.544
O 2.705 1.069 2.869 0.1 -0.1 0.0 -0.485
C 3.442 1.187 1.953 0.1 0.0 0.2 0.708
O 4.200 2.281 1.706 0.1 0.0 -0.1 -0.332
C 5.054 2.001 0.593 0.0 0.1 0.0 -0.452
C 4.323 0.865 -0.090 0.0 -0.2 0.1 0.339
F 5.171 -0.026 -0.658 0.0 0.0 0.1 -0.291
O 3.646 0.243 0.988 -0.1 0.2 -0.2 -0.282
H 6.030 1.672 0.951 0.0 -0.1 0.0 0.283
H 5.167 2.885 -0.028 -0.1 0.1 0.1 0.271
H 3.591 1.178 -0.838 0.0 -0.1 -0.1 0.282
```
Positions in Å, forces in eV/Å.